{"formula": "C32H88AsF6N8O8", "method": "ωB97M-V with the def2-TZVPD basis set", "total_charge": -1, "multiplicity": 1, "lumo_energy_ev": 2.312, "max_force_ev_per_a": 2.94, "total_energy_ev": -140056.8455, "elements": ["As", "F", "F", "F", "F", "F", "F", "C", "C", "C", "O", "C", "N", "H", "H", "H", "H", "H", "H", "H", "H", "H", "H", "H", "C", "C", "C", "O", "C", "N", "H", "H", "H", "H", "H", "H", "H", "H", "H", "H", "H", "C", "C", "C", "O", "C", "N", "H", "H", "H", "H", "H", "H", "H", "H", "H", "H", "H", "C", "C", "C", "O", "C", "N", "H", "H", "H", "H", "H", "H", "H", "H", "H", "H", "H", "C", "C", "C", "O", "C", "N", "H", "H", "H", "H", "H", "H", "H", "H", "H", "H", "H", "C", "C", "C", "O", "C", "N", "H", "H", "H", "H", "H", "H", "H", "H", "H", "H", "H", "C", "C", "C", "O", "C", "N", "H", "H", "H", "H", "H", "H", "H", "H", "H", "H", "H", "C", "C", "C", "O", "C", "N", "H", "H", "H", "H", "H", "H", "H", "H", "H", "H", "H"], "positions_angstrom": [[-0.95810, -0.16721, 0.80068], [-2.41665, -0.35808, -0.09473], [-1.52378, 1.39087, 1.27236], [0.51058, -0.01025, 1.67282], [-0.44986, -1.73886, 0.22969], [-0.17263, 0.52714, -0.57704], [-1.67983, -0.89680, 2.18191], [0.48401, -2.42869, -5.39467], [-0.49463, -2.16042, -4.27799], [-1.59157, -3.19565, -4.17637], [-2.32534, -3.17508, -5.38769], [-3.26342, -4.23785, -5.47855], [0.21849, -2.15563, -2.99862], [0.79016, -3.48108, -5.34200], [1.38942, -1.82503, -5.32352], [0.06423, -2.29838, -6.39420], [-0.95765, -1.17904, -4.44583], [-2.19187, -2.92243, -3.30402], [-1.19637, -4.21335, -4.05342], [-3.95658, -3.95468, -6.26550], [-3.79345, -4.32620, -4.52306], [-2.75021, -5.17675, -5.71058], [0.54994, -1.22067, -2.80673], [-0.29547, -2.47101, -2.18750], [1.91366, 2.59050, -3.68153], [2.17646, 4.08701, -3.58392], [3.49342, 4.36106, -2.89793], [4.55317, 3.87036, -3.69542], [5.76461, 3.94553, -3.00487], [2.26560, 4.63110, -5.02145], [2.72789, 1.98723, -4.09387], [1.01813, 2.35149, -4.26068], [1.71162, 2.14897, -2.69000], [1.31291, 4.56257, -3.13034], [3.43069, 3.74710, -1.98537], [3.66670, 5.40193, -2.61586], [6.54232, 3.43920, -3.57721], [5.68257, 3.46036, -2.02327], [6.11486, 4.97554, -2.84518], [3.22510, 4.41741, -5.29225], [1.69548, 4.01725, -5.59366], [-0.33506, 2.06319, 4.22677], [-1.71979, 2.51304, 4.71384], [-1.87727, 3.96743, 4.33860], [-2.93197, 4.54474, 5.11076], [-3.13002, 5.87686, 4.77041], [-2.81030, 1.69552, 4.09711], [-0.24261, 0.98701, 4.38897], [0.44579, 2.46108, 4.89181], [-0.09331, 2.35323, 3.20960], [-1.78668, 2.36587, 5.79277], [-2.15733, 4.00446, 3.27902], [-0.96762, 4.50984, 4.62313], [-2.36125, 6.54041, 5.21065], [-4.06441, 6.20898, 5.22094], [-3.08768, 6.02995, 3.68716], [-2.71822, 0.77854, 4.52810], [-2.56583, 1.55038, 3.11942], [-2.66732, 4.48966, -0.22332], [-2.66119, 4.07668, -1.69315], [-2.43440, 2.57585, -1.72251], [-2.58959, 2.12367, -3.06773], [-2.51365, 0.73055, -3.17718], [-3.99920, 4.45030, -2.27819], [-2.59292, 5.57080, -0.06593], [-1.72181, 4.20347, 0.26847], [-3.49870, 4.02260, 0.29756], [-1.84932, 4.52121, -2.26815], [-3.25049, 2.09181, -1.15978], [-1.45659, 2.29148, -1.33430], [-1.52042, 0.35604, -2.90645], [-2.75739, 0.49562, -4.21193], [-3.23921, 0.23755, -2.51853], [-4.68855, 4.25526, -1.54161], [-4.24127, 3.61861, -2.84539], [4.03043, 3.84919, 1.00780], [2.59937, 3.59788, 1.46552], [1.60807, 3.66992, 0.32827], [1.47478, 4.94425, -0.34358], [1.07023, 5.98435, 0.50905], [2.47925, 2.24830, 2.09060], [4.46911, 3.04365, 0.42113], [4.70084, 4.09925, 1.83066], [3.95968, 4.76875, 0.40620], [2.35349, 4.32916, 2.23817], [0.59376, 3.41420, 0.67159], [1.84528, 3.02871, -0.52262], [1.21363, 6.94920, 0.00042], [1.68938, 6.05594, 1.40240], [-0.01770, 5.97326, 0.66574], [1.50311, 1.99173, 1.93807], [2.97606, 1.58777, 1.49339], [-3.07361, -4.34874, 1.16194], [-2.35483, -4.98141, -0.00552], [-3.24848, -5.89619, -0.82407], [-3.70829, -7.03834, -0.15627], [-2.72047, -7.83039, 0.48263], [-1.76241, -3.96991, -0.89654], [-2.50981, -3.61342, 1.73996], [-3.50150, -5.02597, 1.90803], [-3.91624, -3.80927, 0.70581], [-1.51433, -5.61167, 0.30370], [-2.69878, -6.23358, -1.71536], [-4.11976, -5.33487, -1.17882], [-2.17172, -7.27057, 1.23978], [-2.09890, -8.35033, -0.25268], [-3.29861, -8.58114, 1.02769], [-1.34307, -3.28395, -0.26869], [-2.51714, -3.59165, -1.45620], [0.28849, -3.07156, 3.27348], [0.45697, -4.59674, 3.36632], [-0.55770, -5.33705, 2.49654], [-1.76268, -5.76577, 3.12576], [-2.46796, -4.78615, 3.83019], [1.83520, -4.98309, 3.00382], [1.24080, -2.65550, 3.60123], [-0.54706, -2.73161, 3.89469], [0.06569, -2.63085, 2.29926], [0.32619, -4.90952, 4.40884], [-0.11327, -6.29157, 2.19622], [-0.73161, -4.79229, 1.55460], [-1.85940, -4.31728, 4.60831], [-3.29373, -5.32197, 4.29183], [-2.84327, -4.00695, 3.15887], [2.25353, -4.20385, 2.48892], [2.44511, -5.06211, 3.80988], [4.52972, -1.89498, 2.85007], [3.54133, -1.33251, 1.84520], [4.19097, -0.47280, 0.77448], [3.21307, 0.26979, 0.08341], [2.91114, -0.20762, -1.17982], [2.82447, -2.49377, 1.26680], [5.23691, -2.50452, 2.26041], [4.13100, -2.46585, 3.67545], [5.22809, -1.11589, 3.18696], [2.71225, -0.79808, 2.32025], [4.85203, -1.09177, 0.15383], [4.82611, 0.26190, 1.29689], [2.63281, -1.26678, -1.21556], [3.74635, -0.09897, -1.89264], [2.07799, 0.29344, -1.66789], [3.39513, -2.98149, 0.56685], [2.02552, -2.28150, 0.66478]]}